(1)
An isolated ion of composition C2H5N6 and charge +1 at a distorted geometry. Source: the Open Molecules 2025 dataset; level of theory: ωB97M-V with the def2-TZVPD basis set.

Each line ends with the natural charge from an NBO analysis.
Element x y z (Å)
N1 -0.719 1.428 -0.017  -0.11
H1 1.505 -2.302 0.234  0.44
H2 2.517 1.151 0.010  0.41
H3 1.294 2.403 -0.267  0.42
N2 1.535 1.527 -0.122  -0.76
C1 -2.416 -0.273 -0.065  0.65
N3 0.453 -0.582 0.122  -0.19
C2 0.418 0.745 -0.020  0.45
H4 2.404 -0.725 0.292  0.38
N4 1.549 -1.238 0.197  -0.42
H5 -3.363 -1.958 -0.279  0.43
N5 -3.359 -0.993 -0.099  -0.52
N6 -1.817 0.816 0.012  -0.19

Properties
Charge: +1
E_LUMO (alpha / beta), hartree: -0.227 / -0.233
SMILES string: [NH+]#C/N=N\C(N)=N\N
M, g mol⁻¹: 113.104
Energy, eV: -11084.2634
Orbital gap (alpha / beta), Eh: 0.2608 / 0.2682
HOMO level (alpha / beta), Eh: -0.48728 / -0.50075

---

(2)
A 2-piece molecular cluster, C2H2Cl2O2S overall at a distorted geometry. Source: the Open Molecules 2025 dataset; level of theory: ωB97M-V with the def2-TZVPD basis set.

Each line ends with the natural charge from an NBO analysis.
Element x y z (Å)
H1 1.318 -2.524 0.489  0.23
O1 1.129 0.706 -0.924  -0.93
C1 -1.613 1.056 -0.314  0.43
S1 0.821 -0.726 -0.740  1.19
Cl1 -1.835 2.186 -1.506  0.10
C2 1.472 -1.439 0.606  -0.74
H2 1.919 -0.954 1.495  0.25
O2 -1.668 -0.113 -0.388  -0.51
Cl2 -1.543 1.809 1.282  -0.03

Properties
E_LUMO, hartree: -0.015
M, g mol⁻¹: 161.009
Energy, eV: -42079.6201
Orbital gap, Eh: 0.3452
HOMO level, Eh: -0.36023